(1)
# C26H56BClN4O4

A 4-piece molecular cluster, C26H56BClN4O4 overall in a non-equilibrium geometry (ωB97M-V/def2-TZVPD, OMol25).

Structure (XYZ):
```
92
Properties=species:S:1:pos:R:3:lowdin_charge:R:1
C 3.326 -0.582 -1.730 0.1834
C 2.569 0.329 -1.909 -0.0474
C 1.715 1.489 -2.142 -0.2546
B 2.439 2.925 -1.985 -0.4921
N 3.878 3.011 -2.234 0.1725
O 1.634 3.996 -1.657 0.1633
O 1.474 1.416 -3.615 0.0821
C 0.591 0.363 -3.757 -0.5597
O 0.455 -0.244 -4.766 0.1822
O -0.064 0.171 -2.597 0.0816
C 0.258 1.338 -1.752 -0.1720
C -0.195 1.076 -0.317 -0.1506
C 0.739 1.537 0.801 -0.6629
C 1.861 0.552 1.158 -0.1121
Cl -0.319 1.696 2.272 0.6295
H 3.865 -1.491 -1.889 0.0442
H 4.031 3.706 -2.960 0.0857
H 4.363 3.322 -1.397 0.0805
H 1.897 4.415 -0.830 0.1134
H -0.357 2.099 -2.221 0.1673
H -0.448 0.032 -0.148 0.1223
H -1.119 1.635 -0.185 0.0984
H 1.138 2.533 0.648 0.0818
H 2.814 0.943 0.802 0.0718
H 1.925 0.399 2.227 0.0572
H 1.720 -0.387 0.635 0.0735
C -4.407 0.201 2.041 -0.0879
C -4.164 -0.617 0.781 -0.2716
N -3.388 -1.819 1.017 -0.1980
C -2.912 -2.445 -0.205 -0.2491
C -3.948 -3.013 -1.182 -0.0813
C -3.914 -2.718 2.029 -0.2476
C -5.336 -3.264 1.841 -0.0822
H -3.463 0.434 2.537 0.0665
H -4.894 1.141 1.778 0.0617
H -5.056 -0.311 2.753 0.0679
H -3.603 0.006 0.079 0.1121
H -5.134 -0.826 0.302 0.1031
H -2.208 -3.237 0.066 0.1123
H -2.313 -1.701 -0.741 0.0982
H -4.382 -3.944 -0.820 0.0551
H -3.464 -3.234 -2.135 0.0721
H -4.753 -2.305 -1.383 0.0665
H -3.875 -2.200 2.992 0.1004
H -3.219 -3.554 2.137 0.1139
H -6.039 -2.487 1.539 0.0661
H -5.695 -3.678 2.785 0.0707
H -5.374 -4.066 1.106 0.0539
C 8.327 -3.003 -3.414 -0.0914
C 7.691 -4.340 -3.063 -0.2776
N 6.256 -4.258 -2.872 -0.2039
C 5.685 -5.448 -2.266 -0.2532
C 5.751 -6.764 -3.052 -0.0856
C 5.507 -3.688 -3.979 -0.2559
C 5.622 -4.359 -5.354 -0.0793
H 8.076 -2.245 -2.670 0.0787
H 9.412 -3.107 -3.439 0.0720
H 8.013 -2.642 -4.394 0.0644
H 8.132 -4.688 -2.125 0.1169
H 7.973 -5.078 -3.831 0.1015
H 4.643 -5.240 -2.011 0.1100
H 6.191 -5.599 -1.307 0.1081
H 5.037 -6.784 -3.874 0.0551
H 5.500 -7.595 -2.389 0.0698
H 6.748 -6.955 -3.449 0.0657
H 5.808 -2.642 -4.087 0.0990
H 4.452 -3.642 -3.694 0.1101
H 6.654 -4.604 -5.607 0.0672
H 5.250 -3.678 -6.123 0.0736
H 5.025 -5.267 -5.419 0.0552
C -4.087 7.437 3.898 -0.0924
C -4.696 6.138 4.404 -0.2769
N -4.636 5.062 3.434 -0.1988
C -5.455 3.917 3.788 -0.2480
C -5.087 3.120 5.046 -0.0822
C -3.314 4.758 2.915 -0.2452
C -2.215 4.376 3.915 -0.0980
H -4.541 7.738 2.953 0.0793
H -4.258 8.232 4.626 0.0717
H -3.009 7.357 3.754 0.0629
H -5.750 6.325 4.628 0.1170
H -4.218 5.872 5.360 0.1014
H -5.480 3.235 2.933 0.0957
H -6.484 4.275 3.899 0.1097
H -4.205 2.501 4.892 0.0521
H -5.909 2.450 5.304 0.0704
H -4.915 3.769 5.905 0.0654
H -2.966 5.625 2.347 0.1004
H -3.413 3.963 2.171 0.1103
H -2.199 5.035 4.785 0.0671
H -1.241 4.451 3.430 0.0507
H -2.318 3.349 4.262 0.0447
```

## Properties
SMILES: C#C[C@@]1(B(N)O)OC(=O)O[C@H]1C[C@H](C)Cl.CCN(CC)CC.CCN(CC)CC.CCN(CC)CC
HOMO, eV: -8.1
Kohn-Sham gap, eV: 7.96
Energy, Eh: -2029.2327
Multiplicity: 1

---

(2)
# C17H17FN2O

A single C17H17FN2O molecule in a non-equilibrium geometry (ωB97M-V/def2-TZVPD, OMol25).

Structure (XYZ):
```
38
Properties=species:S:1:pos:R:3:lowdin_charge:R:1
O -0.127 1.857 1.030 0.0639
C -0.148 0.658 1.125 -0.3961
N -1.211 -0.187 0.824 -0.0986
C -0.998 -1.547 1.035 -0.1698
C -2.322 -2.150 0.912 -0.1409
C -2.326 -3.542 1.370 -0.0747
C -3.371 -4.328 1.134 0.0075
C -4.589 -3.626 0.155 0.0745
C -4.375 -2.366 -0.389 -0.0649
C -3.238 -1.750 -0.028 -0.1727
C -2.946 -0.364 -0.793 0.0025
C -2.342 0.586 0.418 -0.0997
H -2.251 1.604 0.420 0.0803
H -3.015 0.388 1.336 0.1494
H -3.994 0.214 -0.895 0.1624
H -2.176 -0.413 -1.421 0.0574
H -5.099 -2.074 -0.813 0.0043
H -5.342 -4.325 0.023 0.0515
H -3.821 -5.281 1.348 0.0748
H -1.558 -4.052 1.890 0.0980
H -0.225 -1.799 0.247 0.1456
H -0.382 -1.877 1.888 0.1316
C 1.354 0.048 1.334 -0.1323
N 2.534 0.977 1.392 0.0295
C 2.627 1.859 0.080 -0.1929
C 2.511 1.082 -0.999 0.0418
C 3.109 1.784 -1.922 -0.3043
C 3.754 2.911 -2.195 0.0656
C 4.148 3.461 -0.758 0.0509
C 3.531 2.822 0.393 -0.0430
H 3.617 3.360 1.201 0.0542
H 4.514 4.544 -0.690 0.1117
H 4.182 3.352 -2.971 0.0590
F 2.901 1.236 -3.195 -0.0144
H 2.063 0.244 -1.070 0.0748
H 2.288 1.651 2.018 0.0423
H 1.137 -0.206 2.432 0.1292
H 1.737 -0.907 0.747 0.1416
```

## Properties
SMILES: O=C(CNc1cccc(F)c1)N1CCc2ccccc2C1
Energy relative to the best compared isomer or geometry (same formula, charge and spin), kcal/mol: 274.16
HOMO, eV: -8.6
Kohn-Sham gap, eV: 8.99
Energy, Eh: -942.2226
Multiplicity: 1

---

(3)
# C5H8NO3

C5H8NO3 as an isolated structure in a non-equilibrium geometry (ωB97M-V/def2-TZVPD, OMol25).

Structure (XYZ):
```
17
Properties=species:S:1:pos:R:3:lowdin_charge:R:1
C 1.130 -0.823 0.927 -0.1620
C 0.391 0.259 0.557 -0.2279
C -0.052 -1.677 0.977 -0.2814
C -0.858 -0.479 0.255 -0.0696
C 0.300 2.414 -0.436 -0.0076
N -1.199 -0.738 -1.222 0.2807
O -0.389 -2.775 1.312 0.1529
O 2.400 -1.043 1.258 0.1755
O 0.902 1.392 0.300 0.0158
H -1.811 -0.331 0.820 0.1777
H 0.515 2.137 -1.450 0.1063
H 0.810 3.307 -0.199 0.0922
H -0.652 2.678 0.051 0.1249
H -2.001 -0.162 -1.485 0.1791
H -1.553 -1.634 -1.366 0.1452
H -0.409 -0.564 -1.802 0.1645
H 2.476 -1.961 1.504 0.1337
```

## Properties
Energy relative to the best compared isomer or geometry (same formula, charge and spin), kcal/mol: 35.39
HOMO, eV: -13.0
Kohn-Sham gap, eV: 9.19
Energy, Eh: -475.4452
Multiplicity: 1
Net charge: +1

---

(4)
# C6H2

A single C6H2 molecule in a non-equilibrium geometry (ωB97M-V/def2-TZVPD, OMol25).

Structure (XYZ):
```
8
Properties=species:S:1:pos:R:3:lowdin_charge:R:1
C 2.177 -1.062 -0.238 0.0356
C 2.161 0.176 0.561 0.0837
C 0.966 -0.486 -0.209 -0.2987
C 0.808 1.232 -0.082 0.2055
C -0.258 0.263 0.002 -0.3193
C -1.574 0.028 -0.036 0.1287
H -2.203 0.852 0.006 0.0468
H -2.076 -1.004 -0.002 0.1177
```

## Properties
Energy relative to the best compared isomer or geometry (same formula, charge and spin), kcal/mol: 145.04
HOMO (spin up / spin down), eV: -9.1 / -9.1
Kohn-Sham gap (spin up / spin down), eV: 6.67 / 6.67
Energy, Eh: -229.4063
Multiplicity: 1

---

(5)
# C5H6O2

A single C5H6O2 molecule (ωB97M-V/def2-TZVPD, OMol25).

Structure (XYZ):
```
13
Properties=species:S:1:pos:R:3:lowdin_charge:R:1
O -2.300 -0.374 -0.051 -0.0537
C -1.009 -0.812 0.279 -0.2318
C 0.057 0.087 -0.383 -0.2755
C 0.040 1.476 0.246 -0.1867
O -0.949 1.960 0.748 0.0625
C 1.421 -0.444 -0.377 -0.1130
C 2.567 -0.812 -0.384 0.1336
H -2.379 0.521 0.313 0.0741
H -0.844 -0.827 1.367 0.1326
H -0.906 -1.835 -0.091 0.1275
H -0.263 0.219 -1.429 0.1660
H 0.998 2.032 0.226 0.1331
H 3.585 -1.137 -0.405 0.0314
```

## Properties
SMILES: C#C[C@H](C=O)CO
Energy relative to the best compared isomer or geometry (same formula, charge and spin), kcal/mol: 54.68
HOMO, eV: -10.1
Kohn-Sham gap, eV: 10.74
Energy, Eh: -344.5148
Multiplicity: 1

---

(6)
# C2H3O2P

A single C2H3O2P molecule in a non-equilibrium geometry (ωB97M-V/def2-TZVPD, OMol25).

Structure (XYZ):
```
8
Properties=species:S:1:pos:R:3:lowdin_charge:R:1
C -0.710 0.934 -0.294 -0.0378
C 0.150 0.877 -1.170 0.0490
O -0.922 -1.568 0.644 -0.3114
O 0.650 -0.050 1.953 -0.3085
P 0.233 -0.766 0.778 0.3967
H -1.401 1.284 0.364 0.0548
H 1.200 -1.138 -0.296 0.0570
H 0.799 0.428 -1.979 0.1002
```

## Properties
Energy relative to the best compared isomer or geometry (same formula, charge and spin), kcal/mol: 50.69
HOMO, eV: -11.2
Kohn-Sham gap, eV: 10.87
Energy, Eh: -569.7521
Multiplicity: 1